No. 1
This record from the OMol25 dataset describes a structure of composition C5H6O. The level of theory is ωB97M-V with the def2-TZVPD basis set.

```
12
Properties=species:S:1:pos:R:3:lowdin_charge:R:1
C 2.812 0.014 -0.273 0.1228
C 1.740 -0.073 0.271 -0.0351
C 0.330 0.127 -0.064 -0.3994
C -0.837 -0.830 0.125 -0.0801
C -1.580 0.490 0.388 -0.1725
O -0.343 1.186 0.606 -0.0732
H 3.657 0.192 -0.890 0.0353
H 0.411 0.344 -1.139 0.1472
H -1.094 -1.397 -0.772 0.1089
H -0.780 -1.487 0.994 0.1135
H -2.231 0.557 1.260 0.1147
H -2.086 0.878 -0.507 0.1179
```

Calculated values
molecular weight: 82.10 g/mol
gap between HOMO and LUMO: 0.3824 Ha
total energy: -269.21486 hartree
relative energy (zero: lowest compared OMol25 entry of this formula, charge and spin): 344.9 kJ/mol
net charge: 0

=====

No. 2
This record from the OMol25 dataset describes the molecule C5H6O. The level of theory is ωB97M-V with the def2-TZVPD basis set.

```
12
Properties=species:S:1:pos:R:3:lowdin_charge:R:1
C 1.421 -0.188 -1.157 -0.0193
C 0.190 -0.441 -0.364 -0.3462
C 0.015 -0.661 0.965 -0.0424
C -1.143 0.101 1.340 -0.0690
C -1.631 0.624 0.189 -0.1276
O -0.863 0.266 -0.864 0.0121
H 1.670 0.860 -0.911 0.0971
H 1.221 -0.249 -2.229 0.0824
H 2.282 -0.794 -0.863 0.0837
H 0.695 -1.217 1.597 0.1098
H -1.424 0.392 2.342 0.1004
H -2.434 1.307 -0.045 0.1189
```

Calculated values
molecular weight: 82.10 g/mol
SMILES: Cc1ccco1
gap between HOMO and LUMO: 0.3482 Ha
total energy: -269.32127 hartree
relative energy (zero: lowest compared OMol25 entry of this formula, charge and spin): 65.6 kJ/mol
net charge: 0

=====

No. 3
This record from the OMol25 dataset describes the molecule C5H6O. The level of theory is ωB97M-V with the def2-TZVPD basis set.

```
12
Properties=species:S:1:pos:R:3:lowdin_charge:R:1
C 2.234 -0.558 -1.213 -0.0818
C 1.080 -0.290 -0.428 -0.1242
C 0.055 0.291 -0.121 0.0343
C -1.140 -0.033 0.605 -0.3462
C -1.464 0.730 1.805 -0.1203
O -2.248 0.843 0.631 -0.0282
H 1.979 -0.976 -2.208 0.1000
H 2.358 0.547 -0.965 0.1187
H 3.148 -0.988 -0.824 0.0732
H -1.391 -1.092 0.567 0.1466
H -0.863 1.606 2.044 0.1177
H -1.906 0.196 2.641 0.1103
```

Calculated values
molecular weight: 82.10 g/mol
SMILES: CC#C[C@H]1CO1
gap between HOMO and LUMO: 0.3694 Ha
total energy: -269.18966 hartree
relative energy (zero: lowest compared OMol25 entry of this formula, charge and spin): 411.1 kJ/mol
net charge: 0

=====

| no. | largest force on an atom (hartree/bohr) | E_LUMO (eV) |
| --- | --- | --- |
| 1 | 0.024 | 0.81 |
| 2 | 0.011 | 1.10 |
| 3 | 0.052 | 0.66 |